H22O11 | the ωB97M-V functional and the def2-TZVPD basis

XYZ file:
```
33
Properties=species:S:1:pos:R:3
O 0.16 0.22 -0.47
H -0.59 0.68 -0.86
H 0.31 -0.53 -1.05
O -5.76 1.12 -1.03
H -6.26 0.65 -0.35
H -4.86 1.10 -0.70
O 2.19 2.73 -0.35
H 2.90 2.71 -1.00
H 2.61 2.39 0.45
O 2.62 -0.60 1.03
H 3.00 -0.28 1.86
H 1.68 -0.70 1.22
O -2.13 -3.25 0.52
H -3.09 -3.21 0.56
H -1.90 -3.95 1.15
O -3.07 -0.81 -0.48
H -3.77 -0.49 0.10
H -2.61 -1.47 0.05
O 0.87 -4.23 -0.04
H 0.44 -3.77 -0.77
H 1.81 -4.05 -0.16
O -1.41 2.53 2.41
H -2.17 2.64 2.99
H -1.52 3.23 1.75
O 1.86 -2.27 -1.25
H 1.23 -1.90 -1.88
H 1.61 -1.87 -0.41
O 1.26 4.57 -1.07
H 0.46 4.16 -0.71
H 0.93 5.28 -1.63
O 4.43 -0.59 -0.06
H 4.34 -0.21 0.82
H 4.44 0.18 -0.64
```

Values from the calculation:
* structure (SMILES): O.O.O.O.O.O.O.O.O.O.O
* relative energy (zero: lowest compared OMol25 entry of this formula, charge and spin): 108.7 kcal per mole
* total energy: -840.7069 Ha
* frontier orbital gap: 9.967 eV
* net charge: 0